10 unconnected molecules or ions with the total composition C40H45F5O20S5. Source: the Open Molecules 2025 dataset; level of theory: ωB97M-V with the def2-TZVPD basis set.

Geometry as ORCA input:
```
! wB97M-V def2-TZVPD RIJCOSX def2/J DEFGRID3
* xyz 0 1
O -5.16502 -3.83542 -0.33182
S -5.14566 -2.55941 -0.99576
O -5.22476 -1.35580 -0.21231
O -3.81672 -2.46326 -1.95101
C -4.21777 -2.76072 -3.26989
C -5.66500 -2.20084 -3.40141
O -6.26014 -2.55697 -2.10303
H -3.51719 -2.32369 -3.96104
H -4.30489 -3.82298 -3.43649
H -6.22457 -2.58719 -4.25140
H -5.59892 -1.05746 -3.46425
O 1.26806 -6.73196 0.38359
S -0.03584 -6.28897 0.15064
O -0.49999 -5.97790 -1.15416
O -0.93686 -7.36368 0.89690
C -1.54732 -6.80189 2.05599
C -1.64663 -5.34107 1.82025
O -0.39017 -5.11731 1.14217
H -2.41785 -7.32965 2.37893
H -0.80170 -6.83430 2.83822
H -1.74752 -4.81625 2.73865
H -2.46255 -5.09739 1.20372
O 2.40450 -0.19148 -2.63925
S 3.27538 -1.29028 -2.38139
O 4.62870 -1.38372 -2.82027
O 3.39555 -1.51186 -0.77533
C 2.32701 -2.37856 -0.34351
C 2.22071 -3.39546 -1.41927
O 2.31669 -2.58638 -2.60378
H 2.59240 -2.57457 0.69033
H 1.41078 -1.80618 -0.33051
H 1.26416 -3.85197 -1.45271
H 3.06444 -4.05697 -1.36802
O -3.78437 -0.03116 -5.46377
S -2.74850 0.40242 -4.55204
O -3.10236 1.07266 -3.32612
O -1.74916 -0.85620 -4.18814
C -0.34257 -0.52302 -4.35302
C -0.30874 0.96796 -4.69997
O -1.60720 1.16726 -5.40817
H 0.08356 -0.63251 -3.30621
H 0.11837 -1.13506 -5.09973
H 0.43506 1.21396 -5.46516
H -0.22501 1.66972 -3.86198
O -5.41720 1.41612 5.57988
S -4.35910 1.68507 4.72372
O -3.07233 1.99340 5.23183
O -4.08094 0.63147 3.59859
C -3.66151 1.30080 2.40156
C -4.58082 2.48684 2.36310
O -4.82266 2.81530 3.71344
H -2.57352 1.47497 2.43496
H -3.86360 0.68224 1.55577
H -5.51330 2.11166 1.88542
H -4.25557 3.31827 1.81355
F -0.86680 6.38119 1.52300
C -1.46878 5.61981 0.51844
C -0.62869 5.06863 -0.41311
C -1.09069 4.36545 -1.51678
C -2.48857 4.24260 -1.60565
C -3.38684 4.82584 -0.69404
C -2.87118 5.53039 0.40132
H 0.40741 5.24648 -0.26145
H -0.50066 3.90182 -2.28360
H -2.85424 3.64919 -2.44331
H -4.43767 4.79260 -0.92568
H -3.38688 5.96887 1.26273
F 3.39562 3.23392 2.26250
C 2.31064 3.06865 3.07101
C 1.54294 4.18717 3.25716
C 0.36156 3.97590 3.92125
C 0.02612 2.72233 4.45565
C 0.91978 1.63393 4.26866
C 2.10805 1.78852 3.60406
H 1.68297 5.14271 2.74524
H -0.35977 4.73891 4.00164
H -1.00190 2.69579 4.90649
H 0.54038 0.71518 4.62705
H 2.84837 1.04732 3.32820
F 2.60648 4.46660 -0.64161
C 3.04304 3.87104 -1.75066
C 2.49588 4.34072 -2.98051
C 3.10295 3.83620 -4.14330
C 4.21854 3.00830 -4.07686
C 4.73641 2.57461 -2.85287
C 4.14587 2.98160 -1.65462
H 1.61080 4.95731 -3.01409
H 2.76597 4.21999 -5.10030
H 4.66722 2.60677 -4.98874
H 5.65285 1.97247 -2.80271
H 4.43724 2.85176 -0.61843
F 6.25961 -5.22045 3.67000
C 5.98079 -4.06035 3.18688
C 5.71073 -2.97333 4.07109
C 5.31777 -1.78537 3.45187
C 5.22909 -1.60116 2.08443
C 5.61092 -2.69272 1.25828
C 5.98097 -3.92305 1.78419
H 5.76113 -3.15876 5.16761
H 5.04457 -0.88368 4.04338
H 4.94088 -0.64511 1.61269
H 5.52272 -2.53781 0.18451
H 6.14769 -4.82698 1.20871
F -0.30874 -2.05128 2.75405
C -0.37612 -1.23015 1.70570
C -1.48615 -1.29786 0.88071
C -1.49214 -0.48377 -0.27438
C -0.41628 0.42626 -0.48287
C 0.59486 0.57366 0.43233
C 0.67478 -0.32391 1.48189
H -2.10970 -2.17319 1.06408
H -2.30478 -0.48926 -0.98895
H -0.54204 1.06697 -1.36201
H 1.37052 1.29180 0.29166
H 1.49465 -0.21175 2.17782
*
```

Output
- Molar mass: 1101.105 g mol⁻¹
- Energy: -150916.751 eV
- Structure (SMILES): O=S1(=O)OCCO1.O=S1(=O)OCCO1.O=S1(=O)OCCO1.O=S1(=O)OCCO1.O=S1(=O)OCCO1.Fc1ccccc1.Fc1ccccc1.Fc1ccccc1.Fc1ccccc1.Fc1ccccc1
- Lowest unoccupied orbital energy: 0.2 eV
- HOMO: -9.031 eV
- HOMO-LUMO gap: 0.3378 Ha